No. 1
Here is 2 unconnected molecules or ions with the total composition C24H43ClFN4O5P at a distorted geometry from the Open Molecules 2025 dataset. Energies are from ωB97M-V/def2-TZVPD.

Calculated values
Gap between HOMO and LUMO = 1.8 eV
Energy above the lowest of the compared OMol25 structures with the same formula, charge and spin = 0.0 kcal/mol
Net charge = -2
F_max = 1.87 eV/Å

Last column: Mulliken charge in e.
CARTESIAN COORDINATES (ANGSTROEM)
1 C 6.5143 -3.0374 1.5411  -1.15
2 C 6.5313 -2.5446 0.0997  -0.51
3 C 6.0688 -1.0845 -0.1371  -0.44
4 C 6.0377 -0.1855 1.1011  -0.41
5 C 5.9796 1.3030 0.7417  -1.10
6 C 4.6235 1.7317 0.1780  -0.37
7 C 3.6358 2.1993 1.2499  -0.66
8 C 2.4090 2.8437 0.6153  -0.58
9 C 1.1829 2.8695 1.5133  -0.61
10 C 0.0438 3.7408 0.9441  -1.07
11 C -1.3187 3.0295 0.8479  -0.59
12 C -1.9555 3.2188 -0.5227  -1.10
13 C -3.2289 2.4150 -0.7766  -0.92
14 C -3.2085 0.9521 -0.5214  0.92
15 N -4.2958 0.2242 -0.2278  0.98
16 C -5.6218 0.7399 -0.0551  -0.81
17 C -6.2879 1.1540 -1.3735  -0.41
18 F -5.7211 0.5071 -2.4463  -0.31
19 C -3.9849 -1.1692 -0.1283  -0.28
20 N -4.8736 -2.1351 0.1101  -0.52
21 C -5.3257 -2.5778 1.2897  0.93
22 C -4.5255 -3.6073 2.0115  -1.16
23 C -6.5920 -2.0889 1.8886  -1.56
24 C -2.6361 -1.2073 -0.3828  0.20
25 Cl -1.5814 -2.5045 -0.4598  -0.11
26 N -2.1948 0.0841 -0.6165  -0.06
27 N -0.9022 0.4319 -1.0178  0.16
28 C 0.1743 -0.1786 -0.2123  -0.97
29 C -0.8085 0.3069 -2.4332  0.65
30 C 0.5717 0.3461 -3.0181  -1.08
31 O -1.7982 0.2297 -3.1059  -0.54
32 H 6.8451 -4.0758 1.5579  0.40
33 H 5.5027 -3.0389 1.9418  0.29
34 H 7.1780 -2.4798 2.1972  0.29
35 H 5.8554 -3.1900 -0.4583  0.32
36 H 7.5209 -2.6843 -0.3345  0.29
37 H 5.0647 -1.1270 -0.5526  0.25
38 H 6.7254 -0.6245 -0.8763  0.23
39 H 5.1319 -0.4228 1.6647  0.21
40 H 6.8919 -0.3760 1.7485  0.37
41 H 6.7323 1.4617 -0.0356  0.42
42 H 6.2708 1.9153 1.5960  0.40
43 H 4.1967 0.8988 -0.3799  0.05
44 H 4.7754 2.5581 -0.5197  0.44
45 H 4.1739 2.9151 1.8734  0.39
46 H 3.3482 1.3345 1.8504  0.27
47 H 2.1880 2.3092 -0.3120  -0.04
48 H 2.6623 3.8683 0.3336  0.44
49 H 1.5011 3.2993 2.4667  0.49
50 H 0.8291 1.8637 1.7292  0.44
51 H -0.0444 4.6309 1.5657  0.36
52 H 0.3441 4.0888 -0.0460  0.58
53 H -1.9783 3.4892 1.5870  0.43
54 H -1.2256 1.9794 1.1095  0.31
55 H -1.2141 3.0296 -1.2955  0.32
56 H -2.2275 4.2728 -0.6157  0.62
57 H -4.0389 2.8740 -0.2146  0.42
58 H -3.4791 2.5328 -1.8395  0.16
59 H -5.6156 1.5808 0.6388  0.68
60 H -6.2025 -0.0634 0.3819  -0.34
61 H -7.3354 0.8551 -1.3388  0.41
62 H -6.2305 2.2309 -1.5361  0.27
63 H -3.5812 -3.1694 2.3797  0.17
64 H -5.0791 -4.0422 2.8428  0.43
65 H -4.2549 -4.4010 1.3147  0.31
66 H -6.4449 -1.0930 2.3824  0.25
67 H -6.9873 -2.7682 2.6400  0.45
68 H -7.3469 -1.9243 1.1196  0.27
69 H 0.4185 -1.1843 -0.5337  0.32
70 H 1.0629 0.4372 -0.3077  -0.35
71 H -0.1436 -0.2137 0.8241  0.64
72 H 0.8663 -0.6853 -3.2254  0.26
73 H 0.5069 0.9159 -3.9385  0.43
74 H 1.2868 0.8110 -2.3458  0.07
75 O -0.2874 -5.3677 -1.2689  -0.69
76 P -0.2583 -4.9277 -2.7547  0.72
77 O -1.7100 -4.6823 -3.2389  -0.64
78 O 0.3639 -6.0264 -3.6352  -0.75
79 O 0.5305 -3.5909 -2.8383  -0.58

Forces on atoms 1 to 6 (eV/Å):
C 0.05 -0.33 -0.19
C -0.28 0.18 -0.04
C 0.10 -0.22 0.37
C -0.35 0.21 -0.04
C 0.19 -0.43 -0.48
C 0.20 0.26 0.36



No. 2
Here is a molecular structure, C24H43FIrP2 at a distorted geometry from the Open Molecules 2025 dataset. Energies are from ωB97M-V/def2-TZVPD.

Calculated values
Gap between HOMO and LUMO (spin up / spin down) = 6.1 / 3.9 eV
<S²> = 6.038
2S+1 = 5
Energy above the lowest of the compared OMol25 structures with the same formula, charge and spin = 17.6 kcal/mol
Net charge = +1
F_max = 4.74 eV/Å

Last column: Mulliken charge in e.
CARTESIAN COORDINATES (ANGSTROEM)
1 Ir 0.5652 1.5668 0.4736  0.57
2 C 1.4065 3.7955 0.1569  0.49
3 C 0.2019 3.7428 0.9336  0.53
4 C 1.8231 2.4622 2.0135  0.35
5 C 2.3919 2.9810 0.8057  0.62
6 C 0.4464 2.9060 2.0946  0.72
7 C 1.6137 4.5752 -1.0936  -1.44
8 H 0.6582 4.8287 -1.5601  0.32
9 H 2.2086 3.9974 -1.8065  0.33
10 H 2.1603 5.5039 -0.8866  0.36
11 C 3.7880 2.7462 0.3534  -1.39
12 H 3.8121 2.6136 -0.7343  0.27
13 H 4.1954 1.8437 0.8191  0.30
14 H 4.4373 3.5919 0.6185  0.34
15 C 2.5722 1.7255 3.0650  -1.61
16 H 3.0748 2.4309 3.7402  0.32
17 H 3.3350 1.0985 2.6078  0.38
18 H 1.9020 1.0983 3.6479  0.36
19 C -0.4813 2.6918 3.2384  -1.50
20 H -0.3527 3.4744 3.9912  0.33
21 H -0.2956 1.7271 3.7130  0.36
22 H -1.5156 2.7092 2.8994  0.34
23 C -1.0536 4.5147 0.6903  -1.61
24 H -1.0385 5.4571 1.2501  0.35
25 H -1.9400 3.9539 1.0040  0.34
26 H -1.1642 4.7647 -0.3680  0.39
27 C 1.0647 1.1336 -1.7895  0.07
28 C 0.0742 1.5232 -2.6370  -0.82
29 C -1.3157 1.8781 -2.2562  -0.38
30 C -2.0153 0.9637 -1.2083  -0.86
31 C -1.2232 0.6191 0.0485  -0.91
32 C -0.1200 -0.2981 0.1674  -0.44
33 C 0.4127 -1.0012 -1.0577  0.27
34 C 1.6029 -0.2499 -1.6130  -1.04
35 H -1.9192 1.8768 -3.1843  0.54
36 H -2.4356 0.0587 -1.7014  0.12
37 H -1.3562 2.9124 -1.8626  -0.05
38 H 2.0027 -0.6873 -2.5394  0.42
39 H 2.2944 1.8638 -2.1413  -0.05
40 H 0.3333 1.7423 -3.6740  0.39
41 H 2.3919 -0.2427 -0.8492  0.30
42 H 0.7446 -2.0064 -0.7844  0.50
43 H -0.1192 -0.8918 1.0915  0.84
44 H -0.3621 -0.9880 -1.8586  -0.65
45 H -2.8826 1.5525 -0.8521  0.53
46 H -1.8625 0.6034 0.9456  0.73
47 P -1.0953 -3.1801 -1.5103  0.98
48 P -0.9455 -3.4248 1.5546  0.84
49 C -1.9402 -4.6530 -0.7870  -0.87
50 C -1.2436 -4.9879 0.5364  -1.11
51 H -1.8680 -5.4625 -1.5287  0.52
52 H -3.0078 -4.4269 -0.6410  0.43
53 H -1.8120 -5.6856 1.1683  0.64
54 H -0.2506 -5.4309 0.3657  0.45
55 C -0.2076 -4.3981 2.9225  -1.24
56 H -0.1750 -3.7942 3.8379  0.41
57 H 0.8172 -4.6827 2.6399  0.37
58 H -0.7915 -5.3154 3.0990  0.40
59 C -2.6550 -3.2322 2.2183  -1.26
60 H -3.1339 -4.2003 2.4209  0.40
61 H -3.2720 -2.6728 1.5036  0.33
62 H -2.6045 -2.6569 3.1511  0.42
63 C 0.3331 -3.9930 -2.3168  -1.38
64 H 0.9303 -3.2492 -2.8717  0.35
65 H -0.0170 -4.7646 -3.0218  0.49
66 H 0.9887 -4.4687 -1.5710  0.37
67 C -2.1558 -2.7428 -2.9229  -1.40
68 H -3.1881 -2.6293 -2.5615  0.39
69 H -2.1097 -3.5431 -3.6756  0.48
70 H -1.8242 -1.7948 -3.3683  0.40
71 F 3.1669 2.2266 -2.5525  -0.71

Forces on atoms 1 to 6 (eV/Å):
Ir 3.56 1.57 -2.72
C -0.70 -0.35 0.36
C -0.06 -0.05 0.26
C -0.18 0.45 0.21
C -0.57 -0.23 0.60
C -0.05 0.42 0.35



No. 3
Here is a molecular structure, C24H43FeNO2P2 at a distorted geometry from the Open Molecules 2025 dataset. Energies are from ωB97M-V/def2-TZVPD.

Calculated values
Gap between HOMO and LUMO (spin up / spin down) = 5.8 / 4.3 eV
<S²> = 8.830
2S+1 = 6
Energy above the lowest of the compared OMol25 structures with the same formula, charge and spin = 179.4 kcal/mol
Net charge = +1
F_max = 5.27 eV/Å

Last column: Mulliken charge in e.
CARTESIAN COORDINATES (ANGSTROEM)
1 Fe -1.8863 -2.0051 -1.0992  -0.39
2 C 0.5043 -0.4051 0.7457  0.31
3 C -0.4974 -1.0647 1.4225  0.12
4 C 0.0236 -2.2572 -0.5355  1.43
5 C 0.8061 -1.0651 -0.4568  0.22
6 C -0.8507 -2.2652 0.7190  0.95
7 C 1.2710 0.7543 1.2907  -1.44
8 H 0.6661 1.3095 2.0239  0.30
9 H 1.6057 1.4543 0.5181  0.12
10 H 2.1716 0.4031 1.8209  0.35
11 C 1.8857 -0.6694 -1.4064  -1.62
12 H 2.0537 0.4238 -1.3587  0.28
13 H 1.6663 -0.9450 -2.4379  0.31
14 H 2.8245 -1.1562 -1.1166  0.36
15 C 0.0831 -3.3418 -1.5459  -1.21
16 H 0.8628 -4.1044 -1.2867  0.32
17 H 0.3207 -2.9531 -2.5607  0.32
18 H -0.8825 -3.8983 -1.6154  0.28
19 C -1.7987 -3.3188 1.1662  -1.09
20 H -1.2480 -4.1236 1.6880  0.31
21 H -2.3607 -3.7763 0.3337  0.14
22 H -2.5378 -2.8822 1.8774  0.31
23 C -1.0209 -0.7197 2.7899  -2.10
24 H -0.3456 -1.1748 3.5276  0.35
25 H -2.0332 -1.0836 2.9451  0.39
26 H -0.9916 0.3658 2.9395  0.37
27 C -1.0263 2.3269 -1.2070  0.14
28 C -1.4226 2.8565 -0.0270  -1.24
29 C -2.7915 2.4936 0.6339  -0.99
30 C -3.9018 1.4569 0.1532  -1.42
31 C -3.9673 0.2253 -0.5326  -0.41
32 C -3.5799 -0.1586 -2.0206  1.20
33 C -2.2920 0.2924 -2.6764  0.19
34 C -1.8769 1.8046 -2.3513  -0.58
35 H -3.2851 3.4693 0.6573  0.43
36 H -4.7398 2.0116 -0.2613  0.01
37 H -2.6024 2.2786 1.6997  0.45
38 H -2.8217 2.4610 -2.2211  -0.07
39 H 0.0344 2.2714 -1.4063  0.15
40 H -0.7324 3.3230 0.5921  0.60
41 H -1.3180 2.1262 -3.2836  0.66
42 H -1.5365 -0.3680 -2.3181  0.44
43 H -3.1231 -1.3371 -1.7490  -1.21
44 H -2.2868 0.1300 -3.7973  0.23
45 H -4.3427 1.1256 1.1520  0.34
46 H -4.4221 -0.6232 0.0068  0.58
47 P -4.7748 1.7988 -2.6786  1.38
48 P -4.9079 -1.4565 -2.4812  1.29
49 C -6.2222 0.8684 -3.0687  -1.33
50 C -5.9105 -0.4799 -3.5599  -1.08
51 H -6.7456 1.5190 -3.7375  0.63
52 H -6.8310 0.8323 -2.1608  0.38
53 H -6.8545 -1.0501 -3.7537  0.70
54 H -5.4054 -0.4200 -4.5144  0.38
55 C -4.4455 -2.8096 -3.6124  -1.37
56 H -3.9451 -3.6453 -3.1218  0.38
57 H -3.8248 -2.4098 -4.4132  0.43
58 H -5.3512 -3.1866 -4.0597  0.51
59 C -6.0010 -2.0880 -1.1470  -1.51
60 H -6.9449 -2.3516 -1.5788  0.47
61 H -6.1581 -1.3304 -0.3925  0.52
62 H -5.5674 -2.9708 -0.6933  0.44
63 C -4.2091 2.4159 -4.2710  -1.57
64 H -3.2890 2.9812 -4.2186  0.41
65 H -5.0125 3.0580 -4.5971  0.58
66 H -4.0926 1.6022 -4.9715  0.41
67 C -5.5832 3.1954 -1.8705  -1.62
68 H -6.3264 2.8208 -1.1763  0.59
69 H -6.0989 3.7049 -2.6829  0.54
70 H -4.9157 3.8947 -1.3590  0.33
71 O 2.7395 2.9431 -1.2560  -0.33
72 N 1.7809 3.3549 -1.9354  0.66
73 O 1.8090 4.3338 -2.6754  -0.40

Forces on atoms 1 to 6 (eV/Å):
Fe -0.55 -0.01 0.28
C 0.79 0.52 -0.65
C -1.14 -1.72 0.13
C -0.20 0.96 2.42
C -0.46 -0.81 0.21
C 1.86 1.59 -1.33